# 1
Formula: C8H19NO2S
Source: OMol25
Level of theory: ωB97M-V/def2-TZVPD

The geometry in XYZ format:
```
31
C8H19NO2S (ωB97M-V/def2-TZVPD)
C 2.634 1.869 -0.274
C 3.466 0.588 -0.687
C 3.122 -0.577 0.244
C 1.946 -1.545 -0.212
C 0.603 -0.899 -0.466
C -0.107 -0.410 0.736
C -1.429 0.262 0.523
C -2.362 -0.638 -0.167
S -4.001 0.007 -0.353
N -4.449 0.782 1.119
O -4.812 -1.113 -0.749
O -3.820 1.206 -1.176
H 3.122 2.445 0.613
H 2.735 2.587 -1.160
H 1.470 1.576 -0.002
H 3.408 0.326 -1.733
H 4.418 1.080 -0.519
H 2.977 -0.112 1.263
H 3.985 -1.230 0.374
H 2.258 -2.115 -1.117
H 1.748 -2.351 0.487
H -0.059 -1.698 -1.039
H 0.761 -0.095 -1.160
H 0.491 0.311 1.385
H -0.202 -1.267 1.449
H -1.377 1.183 -0.053
H -1.889 0.395 1.588
H -2.483 -1.749 0.230
H -2.113 -0.720 -1.267
H -4.873 1.758 0.703
H -5.167 0.145 1.419
```

Summary:
E in eV: -25022.494
Strongest force on any atom in eV/A: 3.76
Multiplicity: 1
Energy relative to the best compared isomer or geometry (same formula, charge and spin) in eV: 2.831



# 2
Formula: C8H19OSSi2
Source: OMol25
Level of theory: ωB97M-V/def2-TZVPD

The geometry in XYZ format:
```
31
C8H19OSSi2 (ωB97M-V/def2-TZVPD)
C -3.321 0.140 -0.169
C 1.943 1.465 -1.175
C -0.488 3.004 -0.673
C 1.535 2.424 1.522
C -0.778 -1.984 -1.649
C -1.345 -2.926 1.125
C 1.614 -2.375 0.204
C -0.445 0.180 0.696
O -3.284 0.531 -1.276
Si 0.621 1.586 0.107
Si -0.242 -1.628 0.104
S -3.793 -0.109 1.339
H 1.674 1.784 -2.200
H 2.676 2.126 -0.855
H 2.503 0.499 -1.088
H -1.345 2.734 -1.234
H -0.961 3.569 0.227
H 0.097 3.697 -1.321
H 0.789 3.014 2.125
H 1.876 1.587 1.993
H 2.449 3.158 1.506
H -0.920 -1.219 -2.289
H 0.051 -2.595 -2.112
H -1.682 -2.575 -1.745
H -1.209 -4.005 1.104
H -1.160 -2.583 2.233
H -2.333 -2.675 0.935
H 2.172 -2.141 -0.663
H 2.111 -1.654 1.013
H 1.891 -3.342 0.545
H -0.696 0.314 1.671
```

Summary:
E in eV: -37242.318
Strongest force on any atom in eV/A: 4.91
Charge: -1
Multiplicity: 1
Energy relative to the best compared isomer or geometry (same formula, charge and spin) in eV: 2.423



# 3
Formula: C8H19PS2
Source: OMol25
Level of theory: ωB97M-V/def2-TZVPD

The geometry in XYZ format:
```
30
C8H19PS2 (ωB97M-V/def2-TZVPD)
C -1.178 1.316 -1.824
C 0.889 1.779 -0.581
C -0.337 -1.729 2.029
C -0.875 0.655 2.498
C -0.538 -0.143 0.118
C 1.409 0.023 1.706
C -0.488 1.290 -0.439
C -0.083 -0.284 1.584
P 1.206 -2.161 -3.022
S -0.842 -2.069 -3.448
S 1.747 -0.251 -3.694
H -2.210 0.987 -1.729
H -1.167 2.324 -2.231
H -0.665 0.660 -2.519
H 1.616 1.168 -1.086
H 1.599 1.027 1.309
H 1.733 -0.014 2.743
H 0.213 -2.427 1.402
H -1.396 -1.969 1.966
H -0.016 -1.867 3.059
H -0.609 1.695 2.322
H -0.660 0.432 3.540
H -1.944 0.536 2.337
H 0.092 -0.782 -0.508
H -1.563 -0.509 0.033
H 1.998 -0.683 1.126
H 1.128 2.814 -0.424
H -1.059 1.957 0.212
H -1.019 -3.352 -3.142
H 3.019 -0.424 -3.339
```

Summary:
E in eV: -39561.716
Strongest force on any atom in eV/A: 0.69
Multiplicity: 1
Energy relative to the best compared isomer or geometry (same formula, charge and spin) in eV: 2.839



# 4
Formula: C8H20
Source: OMol25
Level of theory: ωB97M-V/def2-TZVPD

The geometry in XYZ format:
```
28
C8H20 (ωB97M-V/def2-TZVPD)
C -2.019 -0.226 4.961
C -2.775 -0.924 3.841
C -2.984 0.006 2.678
C -3.606 -0.681 1.543
H -1.160 0.259 4.468
H -1.639 -0.998 5.651
H -2.564 0.533 5.547
H -2.145 -1.731 3.422
H -3.733 -1.376 4.162
H -3.575 0.894 2.973
H -1.963 0.351 2.424
H -3.797 0.006 0.701
H -4.556 -1.164 1.826
H -2.902 -1.461 1.207
C -3.043 0.087 -2.967
C -3.616 -1.314 -3.238
C -5.160 -1.277 -3.032
C -5.789 -2.540 -3.606
H -2.007 0.070 -3.344
H -3.024 0.359 -1.898
H -3.605 0.861 -3.517
H -3.436 -1.507 -4.313
H -3.185 -2.160 -2.668
H -5.397 -1.249 -1.951
H -5.566 -0.355 -3.490
H -5.475 -3.427 -3.030
H -5.508 -2.690 -4.662
H -6.887 -2.451 -3.543
```

Summary:
E in eV: -8620.224
Strongest force on any atom in eV/A: 1.79
Multiplicity: 1
Energy relative to the best compared isomer or geometry (same formula, charge and spin) in eV: 0.441



# 5
Formula: C8H20AsN4O4S
Source: OMol25
Level of theory: ωB97M-V/def2-TZVPD

The geometry in XYZ format:
```
38
C8H20AsN4O4S (ωB97M-V/def2-TZVPD)
C 0.310 -1.607 3.793
C 0.233 -2.892 2.875
C -0.134 -2.421 1.410
O -1.369 -1.729 1.473
C -2.070 -1.633 0.220
As -1.544 -0.152 -1.045
N 0.145 -0.969 -1.496
N -1.395 1.138 -2.447
O -3.238 0.605 -0.682
O -2.282 -1.271 -2.382
C -0.744 1.022 0.378
C 0.227 2.184 -0.033
S 1.975 1.654 0.395
C 2.962 2.236 -0.990
N 4.026 1.706 -1.592
N 4.320 2.594 -2.600
C 3.451 3.587 -2.564
O 2.540 3.432 -1.525
H -0.717 -1.234 4.037
H 0.853 -0.766 3.284
H 0.876 -1.844 4.731
H -0.641 -3.491 3.246
H 1.188 -3.474 2.905
H -0.087 -3.244 0.654
H 0.658 -1.654 1.151
H -1.929 -2.613 -0.326
H -3.170 -1.598 0.452
H 0.047 -1.984 -1.485
H 0.876 -0.671 -0.850
H -0.395 1.173 -2.683
H -1.661 2.080 -2.142
H -3.517 1.054 -1.496
H -1.684 -1.285 -3.144
H -1.606 1.500 0.923
H -0.177 0.485 1.196
H 0.038 3.036 0.681
H 0.163 2.613 -1.048
H 3.472 4.429 -3.275
```

Summary:
E in eV: -94442.606
Strongest force on any atom in eV/A: 2.88
Charge: -1
Multiplicity: 1



# 6
Formula: C8H20BrLiO4
Source: OMol25
Level of theory: ωB97M-V/def2-TZVPD

The geometry in XYZ format:
```
34
C8H20BrLiO4 (ωB97M-V/def2-TZVPD)
Li 0.181 0.355 -1.030
Br 2.145 0.221 -2.595
C -2.225 1.249 -2.906
O -1.596 1.442 -1.655
C -1.115 2.768 -1.413
C -0.776 2.890 0.135
O -0.067 1.717 0.493
C 0.132 1.581 1.844
H -2.584 0.238 -3.097
H -1.578 1.384 -3.773
H -3.061 1.941 -3.010
H -1.880 3.518 -1.613
H -0.304 2.928 -2.124
H -1.559 3.054 0.875
H -0.033 3.677 0.264
H 0.453 2.538 2.254
H 0.801 0.753 2.078
H -0.808 1.393 2.362
C -1.177 -1.437 0.874
O -0.463 -1.432 -0.357
C 0.367 -2.539 -0.575
C 1.460 -2.827 0.489
O 1.809 -1.529 0.971
C 2.806 -1.690 1.950
H -0.599 -0.920 1.640
H -1.489 -2.419 1.228
H -2.131 -0.919 0.783
H 0.809 -2.494 -1.570
H -0.241 -3.438 -0.680
H 2.320 -3.312 0.026
H 1.128 -3.440 1.327
H 3.511 -0.859 1.932
H 3.386 -2.612 1.924
H 2.377 -1.778 2.948
```

Summary:
E in eV: -87050.119
Strongest force on any atom in eV/A: 2.36
Charge: +1
Multiplicity: 2
Energy relative to the best compared isomer or geometry (same formula, charge and spin) in eV: 0.640



Look up the strongest force on any atom of the fifth one.
2.88 eV/A



The lowest E belongs to which entry?
C8H20AsN4O4S



What is the multiplicity in the sixth record?
2



Which formula does entry 1 have?
C8H19NO2S